No. 1
The following is a quantum chemistry calculation of a 16-piece molecular cluster, C23H15BCl60NO6S overall, from the Open Molecules 2025 dataset.

Geometry as XYZ:
```
107
Properties=species:S:1:pos:R:3:mulliken_charge:R:1
Cl -8.2918 3.5266 4.4068 -0.092
Cl 6.0574 -3.0569 -2.0257 -0.107
Cl -5.8276 -4.8354 -7.9707 -0.096
Cl 5.4725 -6.6154 0.8925 -0.055
Cl -3.5881 -2.0036 -1.9953 -0.114
Cl -6.4340 7.5095 -2.1306 -0.070
Cl -12.2297 -2.6456 -4.1716 -0.107
Cl -0.1199 -1.2544 8.1522 -0.125
Cl 4.0355 -5.7462 3.2227 0.028
Cl -1.0453 -2.7231 -0.8195 -0.031
Cl -6.1986 6.7693 -5.8093 -0.063
Cl -3.7688 8.1641 -3.0562 -0.091
Cl -1.7580 3.6137 0.5178 -0.123
Cl -4.1588 1.9082 10.7468 -0.114
Cl -3.7626 3.0850 8.1450 -0.030
Cl -9.7959 -1.1037 -4.1226 -0.045
Cl -7.5245 -7.1595 -8.1544 -0.104
Cl 0.4027 1.0275 -5.7040 -0.114
Cl -10.5098 -2.7342 -1.8603 -0.106
Cl -9.6060 1.7342 -3.7376 -0.071
Cl -9.9426 4.1969 -5.1824 -0.110
Cl -5.4735 -7.0233 -6.1303 -0.093
Cl -0.7024 -4.3533 2.0754 -0.038
Cl -1.1812 -5.3696 4.7508 -0.122
Cl -7.4659 3.7207 -3.8010 0.028
Cl 9.1431 -5.5987 0.6638 -0.021
Cl 2.2806 1.2330 -3.5266 0.086
Cl -4.8769 9.5165 -0.7599 -0.107
Cl -0.6069 2.5874 -1.9067 0.054
Cl -1.1257 -1.3400 -3.3470 -0.077
Cl 3.2538 -2.7320 -2.6880 -0.049
Cl 0.7990 4.5930 -0.3811 -0.052
Cl -2.5964 4.3192 10.4786 -0.115
Cl 1.3771 -4.1540 4.0783 -0.031
Cl -4.0425 5.9033 -7.5133 -0.112
Cl 4.4147 -5.3694 -2.6228 -0.123
Cl 1.4442 3.6029 -4.9264 -0.113
Cl -2.5377 -0.2700 6.9310 -0.044
Cl 4.0769 -8.5362 2.5191 -0.124
Cl -8.6747 2.3463 7.0100 -0.102
Cl -1.5978 5.2943 -1.8275 -0.029
Cl 4.0341 -3.8866 -0.1808 0.122
Cl 0.6531 -6.7178 2.9945 -0.100
Cl -9.8633 4.2255 -2.3030 -0.106
Cl -0.0640 -0.1992 5.4674 -0.032
Cl -1.8794 0.0531 -0.9464 -0.022
Cl -4.1033 6.7506 -0.5954 -0.043
Cl 9.8204 -6.6646 3.2496 -0.094
Cl 10.3207 -8.2216 0.8760 -0.108
Cl -6.0287 4.0203 -6.6233 -0.066
Cl -9.7026 -4.0033 -4.3260 -0.065
Cl 6.4869 -7.2748 3.5074 -0.077
Cl -7.1091 4.7527 6.7336 -0.096
Cl -4.0870 5.1322 -4.7449 0.032
Cl -6.0884 2.2485 5.7424 -0.038
Cl 11.9100 -5.8768 1.4254 -0.113
Cl 3.1655 1.6927 -6.2121 -0.086
Cl -1.3293 -2.7271 5.9863 -0.029
Cl -7.8048 -5.3350 -5.9343 -0.062
Cl -1.5717 1.8110 9.4829 -0.034
S 6.0477 1.3811 -2.7230 1.103
O 4.5541 0.6940 1.6187 -0.759
O 5.7508 3.9836 -0.3918 -0.618
O 4.0215 -0.7204 -0.1083 0.057
O 7.3281 3.8319 1.1832 -0.482
O 7.4687 1.1334 -2.6994 -0.683
O 5.5460 1.5318 -4.0596 -0.596
N 2.0091 1.7937 2.8226 -0.771
C 5.2563 0.0536 -1.8272 -0.923
C -10.5518 -2.6223 -3.6196 0.372
C -9.2066 3.4590 -3.7536 0.249
C 1.8263 1.8889 -5.0940 0.201
C -4.8057 7.9818 -1.6349 0.304
C -7.5412 3.2187 5.9730 0.318
C -5.0879 5.4418 -6.1652 0.185
C 1.7113 0.9991 1.8836 -0.195
C 5.0267 -7.0405 2.5400 0.194
C 4.4397 -1.7767 2.1935 -1.108
C 10.2978 -6.5889 1.5521 0.324
C -6.6551 -6.0898 -7.0477 0.329
C 4.2786 0.4996 -0.7591 0.639
C -0.7846 4.0241 -0.8977 0.151
C -1.9079 -1.5030 -1.7694 0.189
C 2.1697 -0.4186 1.7955 -0.058
C 6.4212 3.2680 0.3582 0.631
C 6.2844 1.7903 0.4706 -1.665
C 4.8020 1.3770 0.4430 0.733
C -1.0134 -1.1120 6.6280 0.179
C 4.4364 -3.7619 -1.8712 0.159
C 0.0357 -5.1352 3.4793 0.292
C -3.0198 2.7822 9.7154 0.298
B 3.7644 -0.5327 1.3440 0.476
H 5.8428 2.5042 -1.9819 -0.023
H 6.9230 1.2714 -0.2288 0.765
H 7.1320 4.7700 1.1817 0.364
H 4.6939 -0.4997 -2.5565 0.405
H 2.6070 1.2913 3.4712 0.352
H 4.8858 -1.3993 3.1065 0.254
H 2.0369 -0.9097 2.7491 0.078
H 1.5104 -0.9170 1.0917 0.041
H 6.6412 1.5300 1.4502 0.357
H 4.1774 2.2673 0.4926 0.379
H 3.7051 -2.5173 2.4938 -0.033
H 6.0053 -0.6239 -1.4600 0.193
H 5.1895 -2.2253 1.5627 0.208
H 3.3263 0.9046 -1.0813 -0.284
H 1.0694 1.3538 1.0922 0.355
```

Computed properties:
* maximum force: 0.055 hartree/bohr
* multiplicity: 1
* orbital gap: 6.23 eV
* total energy: -29426.06241 Ha
* total charge: -1



No. 2
The following is a quantum chemistry calculation of one molecule with the formula C21H28N4O2, from the Open Molecules 2025 dataset.

Geometry as XYZ:
```
55
Properties=species:S:1:pos:R:3:mulliken_charge:R:1
O -2.1791 3.6091 -0.3859 -0.788
O -0.0418 -2.2300 1.0610 -0.675
N -3.8494 1.1580 -0.0552 -0.122
N 1.2258 -1.6049 -0.7015 -0.186
N -0.3539 2.2572 -0.2585 -0.018
N 3.8841 -0.8252 -0.9219 0.478
C -3.0635 -2.3081 0.3829 -0.432
C 4.5037 -1.2389 -2.1638 -1.162
C 6.0394 1.5925 2.2082 -1.148
C 0.5102 3.4101 -0.3921 -1.170
C -2.9813 -0.9279 0.1985 0.625
C -1.7284 2.4745 -0.2554 0.859
C 6.6874 1.1204 0.9116 -0.528
C -4.8004 2.2282 -0.1764 -1.108
C 0.2209 1.0289 -0.1376 -0.912
C -2.4849 1.2653 -0.0898 -0.615
C 3.5508 -1.9504 -0.0622 -0.695
C -5.4254 -0.7535 0.2066 -0.598
C -0.4891 -0.1228 0.0209 0.498
C 0.2330 -1.4156 0.2028 0.493
C -1.9045 -0.0010 0.0639 1.245
C 4.5878 0.2492 -0.2437 -1.118
C -5.4758 -2.1188 0.3799 -0.601
C 5.9874 -0.0878 0.2896 -0.299
C -4.1703 -0.1592 0.1165 -0.326
C -4.3099 -2.8851 0.4697 -0.833
C 2.2456 -2.6107 -0.5318 -1.327
H 6.5998 -0.4568 -0.5359 0.314
H 1.1406 3.5197 0.4914 0.343
H -0.1290 4.2868 -0.4925 0.346
H 3.3911 -1.5712 0.9495 0.504
H 5.9783 0.7747 2.9230 0.295
H 4.3499 -2.7072 -0.0277 0.340
H 6.6286 2.3913 2.6528 0.380
H 6.6989 1.9412 0.1903 0.302
H 4.7518 -0.3561 -2.7509 0.336
H 7.7255 0.8493 1.1177 0.347
H 1.3018 1.0332 -0.1460 0.721
H -2.1663 -2.8975 0.4753 0.495
H 3.9517 0.5725 0.5851 0.293
H 4.6674 1.0812 -0.9513 0.411
H 5.9108 -0.8836 1.0336 0.285
H 1.1405 3.3151 -1.2773 0.348
H 5.4170 -1.8334 -2.0179 0.357
H -6.3279 -0.1646 0.1446 0.449
H -4.3958 -3.9518 0.6141 0.410
H -4.2570 3.1629 -0.2983 0.344
H 2.3932 -3.1388 -1.4777 0.406
H -5.4231 2.2843 0.7194 0.338
H -5.4444 2.0662 -1.0441 0.336
H 1.8907 -3.3173 0.2204 0.472
H 3.7967 -1.8407 -2.7336 0.325
H -6.4354 -2.6097 0.4535 0.389
H 1.4865 -0.8455 -1.3120 0.304
H 5.0363 1.9725 2.0325 0.274
```

Computed properties:
* maximum force: 0.017 hartree/bohr
* multiplicity: 1
* orbital gap: 8.12 eV
* total energy: -1186.57194 Ha
* total charge: 0



> The highest maximum force belongs to which entry?

C23H15BCl60NO6S